# 1
10
Properties=species:S:1:pos:R:3 method="wB97M-V/def2-TZVPD" gap_ev=9.820 lumo_energy_ha=0.02652 homo_ha=-0.334 smiles="C=C=N.C=O"
O -2.172 0.035 0.391
N 1.972 -0.455 0.203
C 0.417 1.289 -0.357
C 1.019 0.178 -0.076
C -1.456 -0.486 -0.472
H -1.514 -0.399 -1.530
H 1.897 -1.346 0.551
H -0.067 2.072 0.264
H -0.041 1.230 -1.370
H -0.723 -1.317 -0.202

---

# 2
10
Properties=species:S:1:pos:R:3 method="wB97M-V/def2-TZVPD" gap_ev=10.751 lumo_energy_ha=0.03358 homo_ha=-0.362 smiles="O=C[C@H]1CN1"
O -1.159 1.067 1.104
N 1.056 -0.497 0.616
C -0.204 -0.587 -0.156
C 1.010 0.137 -0.675
C -1.428 0.236 0.270
H 0.958 1.228 -0.694
H -2.542 0.146 0.041
H 1.080 0.185 1.375
H -0.396 -1.618 -0.419
H 1.625 -0.297 -1.462

---

# 3
10
Properties=species:S:1:pos:R:3 method="wB97M-V/def2-TZVPD" gap_ev=10.904 lumo_energy_ha=0.02842 homo_ha=-0.372 smiles="O=C[C@H]1CN1"
O 1.164 -0.249 1.650
N -0.684 1.138 0.037
C 1.261 -0.376 0.447
C 0.250 0.171 -0.517
C -1.198 -0.159 -0.313
H -1.852 -0.184 -1.190
H -1.176 -0.982 0.375
H -0.515 1.201 1.038
H 0.595 0.305 -1.530
H 2.154 -0.866 0.004

---

# 4
10
Properties=species:S:1:pos:R:3 method="wB97M-V/def2-TZVPD" gap_ev=10.721 lumo_energy_ha=0.02999 homo_ha=-0.364 smiles="O=C[C@H]1CN1"
O 1.726 -0.513 1.008
N -0.778 -0.537 -0.903
C -0.050 0.722 -0.986
C 0.541 -0.452 1.234
C -0.464 0.197 0.334
H -0.627 1.532 -1.431
H -1.332 0.615 0.835
H 0.104 -0.956 2.122
H 1.015 0.711 -1.210
H -0.135 -1.319 -1.004

---

# 5
10
Properties=species:S:1:pos:R:3 method="wB97M-V/def2-TZVPD" gap_ev=10.690 lumo_energy_ha=0.04248 homo_ha=-0.350 smiles="O=CN1CC1"
O 0.121 0.243 -1.972
N -0.114 0.624 0.268
C -0.282 0.976 -1.152
C -0.483 -0.638 0.636
C 0.830 -0.298 0.735
H -0.800 -1.348 -0.179
H 1.178 -0.032 1.740
H -0.936 1.962 -1.498
H -1.179 -0.825 1.498
H 1.664 -0.662 -0.076

---

# 6
10
Properties=species:S:1:pos:R:3 method="wB97M-V/def2-TZVPD" gap_ev=9.138 lumo_energy_ha=0.01508 homo_ha=-0.321
O -1.574 0.529 0.107
N 2.570 0.522 1.025
C 1.704 0.299 0.281
C 0.607 0.061 -0.602
C -0.504 -0.728 -0.102
H 0.849 -0.017 -1.658
H -1.055 -1.341 -0.811
H -0.631 1.016 -0.304
H -1.655 0.753 1.053
H -0.432 -1.175 0.889

---

# 7
10
Properties=species:S:1:pos:R:3 method="wB97M-V/def2-TZVPD" gap_ev=9.478 lumo_energy_ha=0.02844 homo_ha=-0.320 smiles="OC[C@@H]1C=N1"
O 1.912 -0.388 0.098
N -1.814 0.573 -0.147
C -1.562 -0.659 -0.221
C -0.608 -0.006 0.608
C 0.952 0.590 -0.210
H 0.589 0.874 -1.213
H -2.180 -1.513 -0.414
H 1.052 1.409 0.423
H 2.079 -1.064 -0.590
H -0.422 0.184 1.665

---

# 8
10
Properties=species:S:1:pos:R:3 method="wB97M-V/def2-TZVPD" gap_ev=9.939 lumo_energy_ha=0.01863 homo_ha=-0.347 smiles=C[C@@H](O)C#N
O 1.173 -0.930 -0.851
N 1.274 2.350 -0.020
C -1.162 -0.053 0.083
C 0.662 -0.167 0.182
C 1.055 1.216 0.086
H -1.726 -0.957 0.404
H -1.532 0.808 0.659
H 1.426 -1.810 -0.552
H -1.219 0.076 -0.977
H 0.049 -0.534 0.987

---

# 9
10
Properties=species:S:1:pos:R:3 method="wB97M-V/def2-TZVPD" gap_ev=10.294 lumo_energy_ha=0.03721 homo_ha=-0.341 smiles="C1=NOCC1"
O -0.716 1.113 0.843
N -0.448 -0.016 1.608
C 0.196 -0.943 0.930
C -0.453 0.847 -0.530
C 0.583 -0.377 -0.456
H -1.333 0.720 -1.173
H 0.374 -1.177 -1.197
H 1.613 -0.041 -0.495
H 0.297 -2.042 1.360
H -0.112 1.915 -0.891

---

# 10
10
Properties=species:S:1:pos:R:3 method="wB97M-V/def2-TZVPD" gap_ev="9.114 / 7.523" lumo_energy_ha="0.00613 / -0.00989" homo_ha="-0.329 / -0.286"
O -1.040 -1.881 0.401
N -0.475 -0.039 -0.904
C -0.362 -0.896 0.197
C 0.565 -0.339 1.177
C 0.144 1.162 -0.817
H 0.054 -0.297 2.149
H 1.553 -0.793 1.266
H 0.066 1.804 0.038
H -0.962 -0.337 -1.743
H 0.456 1.616 -1.765

---

ΔE to the lowest compared entry with this formula, charge and spin per entry: 341.9; 183.4; 159.5; 154.7; 273.2; 309.8; 394.7; 304.2; 266.0; 330.1 kJ/mol
Largest force on an atom per entry: 4.04; 1.65; 1.30; 0.43; 8.64; 1.09; 5.88; 3.22; 2.95; 1.48 eV/Å